1.
An isolated ion of composition C5H7N2O2 and charge +1. Source: OMol25; level of theory: wB97M-V/def2-TZVPD.

Values from the calculation:
SMILES string: C=[N+]=C(C)[C@H](O)N=C=O
Frontier orbital gap: 9.88 eV
Charge: +1
2S+1: 1
Energy relative to the best compared isomer or geometry (same formula, charge and spin): 3.307 eV

The geometry in XYZ format:
```
16
Properties=species:S:1:pos:R:3:forces:R:3
C 1.380412 0.029108 -0.162508 -4.4 0.1 -1.6
C 0.387370 2.071548 -1.368909 1.1 0.2 1.1
C -1.198947 -2.057352 -1.025635 0.0 -1.2 -0.2
C -0.161686 -0.211840 0.296879 0.8 -2.1 -0.6
C -0.829921 0.450916 1.415811 -0.3 0.9 0.9
N 1.168530 1.331358 -0.810080 1.0 -0.5 0.4
N -0.743477 -1.197406 -0.267319 1.5 1.8 1.2
O -0.213816 2.964595 -1.794747 -0.4 -0.4 -0.5
O 2.262708 -0.184513 0.805674 0.6 -0.3 -0.8
H 1.497635 -0.733042 -0.891207 0.6 -0.5 -0.9
H -1.538470 -1.642141 -1.961904 -0.5 -0.6 -0.5
H -1.183400 -3.140931 -0.716463 -0.2 1.2 -0.6
H -1.417901 1.364769 1.135632 0.6 -0.8 0.1
H -0.067929 0.741910 2.188500 -0.9 -0.3 -0.6
H -1.526202 -0.321335 1.771848 0.1 0.7 0.5
H 2.185093 0.534357 1.384428 0.4 1.8 2.0
```
Positions in Å, forces in eV/Å.


2.
C5H7N2O2S as an isolated structure. Source: OMol25; level of theory: wB97M-V/def2-TZVPD.

Values from the calculation:
Frontier orbital gap (alpha / beta): 7.06 / 7.05 eV
Charge: +1
2S+1: 1
Energy relative to the best compared isomer or geometry (same formula, charge and spin): 3.704 eV

The geometry in XYZ format:
```
17
Properties=species:S:1:pos:R:3:forces:R:3
C -0.055907 -0.515336 -0.023883 4.9 1.4 0.8
C -1.256212 0.153644 -0.011215 -0.3 1.2 0.5
C 1.442006 0.716749 0.106497 -3.3 -2.4 -0.8
C 2.663805 0.324939 -0.177454 0.8 3.8 0.1
C 0.784079 2.038926 0.225912 -0.4 -0.3 -3.7
N -2.480119 -0.382542 0.055150 -0.4 -1.0 -0.8
N 0.216894 -1.771751 -0.089304 -1.3 -1.1 -0.9
O -2.485293 -1.807558 0.166823 1.0 1.1 -0.2
O -3.554212 0.153811 -0.089820 0.9 0.1 0.6
S -1.059666 1.908658 0.057704 -0.3 0.6 -0.3
H 3.526967 1.129328 -0.300847 -1.9 -1.8 0.5
H 2.895073 -0.655709 -0.374519 0.7 -2.2 -0.3
H 0.950761 2.532752 1.096244 0.5 1.1 2.9
H 1.190726 2.737768 -0.591728 -0.8 -1.1 0.9
H -3.358582 -2.016567 0.508879 -0.7 0.0 0.1
H 1.147015 -2.134486 -0.244318 0.1 0.2 0.2
H -0.567334 -2.412634 -0.314128 0.8 0.3 0.5
```
Positions in Å, forces in eV/Å.


3.
One molecule with the formula C5H7N2P. Source: OMol25; level of theory: wB97M-V/def2-TZVPD.

Values from the calculation:
SMILES string: c1cc(P2CC2)n[nH]1
Frontier orbital gap: 8.77 eV
Charge: 0
2S+1: 1
Energy relative to the best compared isomer or geometry (same formula, charge and spin): 2.839 eV

The geometry in XYZ format:
```
15
Properties=species:S:1:pos:R:3:forces:R:3
C 0.318576 -2.017460 0.660584 0.2 1.1 -0.8
C 1.347068 -2.546009 -0.069512 0.5 -1.7 -0.2
C 0.284928 -0.721474 0.117273 -1.1 3.7 -0.2
C -1.080445 2.114570 -0.424333 -0.3 0.3 -1.8
C -1.353648 2.531607 0.950542 3.5 -3.3 -1.4
N 1.151263 -0.493835 -0.868440 -0.7 1.0 0.4
N 1.839755 -1.613002 -0.929705 -0.5 -2.0 1.1
P -1.238289 0.511446 0.406023 -1.3 -1.1 0.7
H -0.451352 -2.312863 1.348639 0.4 -0.7 0.2
H 1.777349 -3.539712 -0.208258 -0.3 0.2 0.6
H -1.913479 2.476069 -1.028506 0.4 -0.7 -0.8
H -0.094384 2.070069 -0.920288 -0.4 1.0 0.5
H -0.543327 2.827063 1.506729 1.4 1.0 1.6
H -2.321795 2.717276 1.191812 -2.5 0.6 0.9
H 2.277780 -2.003745 -1.732561 0.6 0.8 -0.9
```
Positions in Å, forces in eV/Å.